Entry 1:
A structure of composition C28H44FeGeN3O4S3Si3, computed with wB97M-V/def2-TZVPD.

```
87
Properties=species:S:1:pos:R:3
H 3.350 -4.719 0.199
H 3.017 0.752 3.263
H -1.285 -2.764 3.607
C 0.282 -4.679 -0.629
Ge 1.106 -1.614 1.015
H 0.683 -1.593 -2.400
H 4.411 -1.884 2.901
H 2.973 0.177 -1.250
C 0.565 1.449 -0.957
H 2.712 -1.368 4.315
C -3.968 4.833 -3.008
H -0.249 1.318 -3.409
H -4.214 0.245 0.607
Si 3.223 -0.530 1.144
N 0.011 2.209 -3.842
H 4.030 -3.390 -0.752
C -0.737 2.095 3.056
C -0.114 2.664 4.216
C 1.747 -1.838 4.514
O 0.763 1.402 0.269
C -2.054 -2.270 0.638
H 4.176 1.512 2.159
C -5.525 4.283 -1.098
C 0.445 3.167 -2.814
C -4.500 3.898 -2.127
C 1.329 2.458 -1.800
C -1.282 2.908 2.109
H 0.999 3.963 -3.310
N 0.385 3.122 5.149
H 2.343 -4.844 3.957
S -1.102 2.722 -4.904
H 4.782 -2.524 1.298
H -5.879 5.303 -1.251
C 4.615 -1.605 1.864
C 3.809 -0.079 -0.601
N -1.195 5.478 2.409
S -2.094 2.329 0.694
S -0.783 0.356 2.986
H 2.147 1.949 -2.317
H -3.232 -1.505 2.357
H 4.505 0.765 -0.583
Fe -1.013 -0.017 0.560
O -0.612 3.918 -5.536
H 1.076 -3.152 -3.156
H 1.034 -1.040 4.728
H -4.389 1.861 -1.455
H -1.473 -3.062 1.077
H 5.545 -1.025 1.855
H 1.768 3.188 -1.122
H 0.313 -5.181 0.341
H -3.071 -0.230 -1.777
H -5.090 4.216 -0.098
H -0.411 3.615 -2.295
H 3.311 -4.108 2.667
C -2.953 4.488 -3.892
H 3.259 -4.752 -1.573
C -2.905 -0.784 -0.868
H 2.420 1.702 1.902
H -0.748 -4.362 -0.806
H -2.504 5.220 -4.550
C -1.215 4.332 2.283
C -0.536 -3.557 3.564
H 2.362 -2.032 -2.690
C -3.005 2.238 -3.033
C 1.386 -2.428 -2.395
Si 1.514 -3.240 -0.689
O -1.482 1.586 -5.697
C -1.980 -1.836 -0.709
C -3.530 -0.556 0.375
C -3.012 -1.478 1.301
H -0.466 -4.018 4.556
Si 1.147 -2.867 3.054
H -0.886 -4.321 2.866
C -4.014 2.592 -2.162
O -0.278 0.679 -1.517
C 3.204 -4.101 -0.692
H -2.585 1.241 -3.003
H 4.324 -0.931 -1.056
C 2.295 -4.375 2.967
H 1.921 -5.119 2.259
C 3.203 1.011 2.217
H -4.325 5.857 -2.976
H -6.384 3.611 -1.126
C -2.479 3.189 -3.897
H -1.338 -2.237 -1.478
H 0.553 -5.412 -1.398
H 1.854 -2.473 5.400
```

Computed properties:
Gap between HOMO and LUMO (alpha / beta)   5.75 / 6.10 eV
Net charge   -2
E_HOMO (alpha / beta)   -1.48 / -1.83 eV
Energy relative to the best compared isomer or geometry (same formula, charge and spin)   0.000 eV
Total energy   -189457.9953 eV
Spin multiplicity   6
F_max   0.36 eV/A


Entry 2:
A cluster of 2 separate species, C4H8N2 in total at a distorted geometry, computed with wB97M-V/def2-TZVPD.

```
14
Properties=species:S:1:pos:R:3
H 1.750 -0.547 0.844
N -0.362 -1.254 -0.554
H -1.363 -1.373 -0.658
H -1.359 1.160 0.119
C -1.205 -0.102 1.974
H 2.187 -0.185 -0.854
N -0.978 -0.901 2.805
C -0.726 1.107 -0.789
C 1.540 0.098 -0.013
H 0.122 -2.033 -0.122
H -1.337 0.929 -1.678
H 1.755 1.132 0.255
H -0.146 2.024 -0.887
C 0.123 -0.055 -0.444
```

Computed properties:
Gap between HOMO and LUMO   7.93 eV
E_HOMO   -8.46 eV
Energy relative to the best compared isomer or geometry (same formula, charge and spin)   2.285 eV
Total energy   -7255.5903 eV
Spin multiplicity   1
F_max   1.21 eV/A


Entry 3:
A structure of composition C10H22F12N6O16S3Y at a distorted geometry, computed with wB97M-V/def2-TZVPD.

```
70
Properties=species:S:1:pos:R:3
H -3.526 15.259 23.072
H -6.508 16.930 17.162
H -6.373 14.713 22.518
F -5.003 20.233 21.053
F -5.677 16.376 23.821
F 0.883 19.751 20.138
O -3.454 15.074 19.014
H -5.675 12.969 20.122
N 0.090 13.105 19.647
C -4.085 21.065 20.530
O -0.626 15.242 19.615
O -0.304 17.531 21.321
F -2.497 13.436 15.215
S -1.703 15.902 15.846
N -6.322 18.326 19.212
H -1.290 13.065 21.771
C -1.869 20.123 17.001
H -1.380 22.078 16.604
H -0.504 17.248 22.219
O -4.142 17.816 18.938
C -5.280 17.800 18.513
C 1.674 19.687 19.070
C -6.366 13.457 20.812
H -5.128 13.443 22.599
H -3.260 14.245 18.569
F -4.257 21.052 19.213
O -0.040 17.782 18.491
H 0.179 12.254 20.170
O -1.539 21.492 20.392
C -5.643 14.149 21.938
Y -2.026 17.173 19.468
H -6.958 14.181 20.251
N -1.465 13.883 21.220
C -0.652 14.139 20.151
F -5.502 17.688 22.094
O -2.336 19.161 20.586
H -4.855 16.648 16.944
H -1.982 14.701 21.540
H 0.617 17.808 21.315
O 1.433 18.567 16.729
O -0.495 15.133 15.856
H 0.783 13.308 18.948
S 1.335 18.126 18.095
H -1.800 18.749 15.536
F 1.479 20.785 18.346
H -1.320 21.574 18.311
S -2.394 20.538 21.055
H -1.187 20.332 15.082
O -4.729 15.075 21.370
C -4.795 16.927 22.959
H -3.900 14.846 19.855
O -2.944 16.454 21.589
F 2.939 19.689 19.508
N -5.571 17.286 17.267
C -3.030 14.626 15.439
O -2.440 20.638 22.493
O 2.322 17.178 18.534
F -3.733 14.976 14.365
O -2.093 16.454 17.138
F -3.923 14.494 16.452
C -3.921 15.888 22.234
H -7.166 18.656 18.784
O -1.847 16.845 14.757
O -2.181 19.328 17.882
H -7.056 12.704 21.196
N -1.543 21.418 17.338
F -4.027 17.746 23.679
N -1.712 19.745 15.699
F -4.353 22.292 20.990
H -6.048 18.777 20.077
```

Computed properties:
Gap between HOMO and LUMO   8.60 eV
Net charge   -1
E_HOMO   -6.74 eV
Energy relative to the best compared isomer or geometry (same formula, charge and spin)   0.000 eV
Total energy   -118600.8599 eV
Spin multiplicity   1
F_max   1.89 eV/A


Entry 4:
The molecule C6H12O, computed with wB97M-V/def2-TZVPD.

```
19
Properties=species:S:1:pos:R:3
C 0.311 0.402 -1.177
H -2.552 0.638 -0.975
H -2.692 -0.316 0.513
H -0.391 -1.042 1.790
H 1.567 0.423 1.650
H 0.177 -0.407 -1.906
H 2.412 -0.235 -1.142
C -0.665 0.196 -0.016
C -2.093 -0.169 -0.395
H 0.031 -1.824 0.259
H -2.135 -1.096 -0.977
C 1.713 0.336 -0.523
H 2.238 -1.111 1.082
C 1.500 -0.333 0.861
H -1.080 1.283 1.552
O -0.662 1.438 0.694
H 0.122 1.350 -1.690
H 2.132 1.339 -0.404
C 0.067 -0.872 0.806
```

Computed properties:
Gap between HOMO and LUMO   11.17 eV
E_HOMO   -10.22 eV
Energy relative to the best compared isomer or geometry (same formula, charge and spin)   0.024 eV
SMILES string   CC1(O)CCCC1
Total energy   -8464.3298 eV
Spin multiplicity   1
F_max   0.30 eV/A


Entry 5:
A cluster of 14 separate species, C4H37N3O14 in total at a distorted geometry, computed with wB97M-V/def2-TZVPD.

```
58
Properties=species:S:1:pos:R:3
H -2.036 3.291 -0.208
H -1.009 0.871 -2.157
H -0.182 1.430 -3.331
H -0.987 -0.732 -3.287
H -2.453 -2.232 -0.102
H -1.814 -2.158 -2.929
H 2.750 1.253 1.783
N -0.968 -1.649 -2.921
H -0.105 3.336 2.295
H 0.357 0.765 4.603
H -0.631 3.699 -0.536
O -0.978 0.891 -3.099
O 2.161 3.020 0.246
H 4.097 0.058 2.064
O -2.786 -1.334 -0.311
H -2.439 2.493 -2.240
N 2.937 -0.225 0.290
C 1.539 -0.118 -0.269
H -2.080 1.075 -0.357
O -3.169 2.033 -1.919
H 0.823 -0.915 0.260
H 2.712 2.252 0.012
H -3.345 -1.372 0.507
O -0.359 -1.825 2.281
H 3.353 -1.129 0.127
O -3.041 -1.490 2.199
H -0.903 -3.375 -0.648
H -0.201 -2.437 3.009
O -1.293 0.645 -0.363
O -1.339 3.651 0.174
H 1.006 0.557 -2.359
O 2.028 -2.985 2.001
H -0.465 2.330 1.277
H 0.941 0.836 -0.154
C 1.683 -0.154 -1.785
O 0.516 2.982 -2.010
C 2.973 0.246 1.787
H 1.089 3.256 -1.353
H 2.411 -0.363 2.395
H -2.237 -0.815 2.275
H -2.907 -2.370 2.288
H -2.846 1.152 -2.348
H -0.001 2.236 -1.660
O 0.251 0.450 3.678
H 2.190 -2.155 -2.133
H -1.690 -0.361 -0.290
H 0.254 -1.064 2.457
H 0.113 1.225 3.174
H 1.143 -3.254 2.024
C 0.196 -2.084 -2.328
N 1.481 -1.456 -2.346
H -1.807 -4.464 -0.416
O 0.248 2.401 1.916
H 2.645 0.265 -2.121
O -1.573 -3.681 -0.085
H 2.090 -2.106 2.087
O 0.136 -3.196 -1.915
H 1.522 2.804 0.770
```

Computed properties:
Gap between HOMO and LUMO   9.33 eV
E_HOMO   -9.23 eV
Energy relative to the best compared isomer or geometry (same formula, charge and spin)   5.139 eV
Total energy   -37880.7841 eV
Spin multiplicity   1
F_max   9.43 eV/A


Entry 6:
A structure of composition C6H8INS at a distorted geometry, computed with wB97M-V/def2-TZVPD.

```
17
Properties=species:S:1:pos:R:3
H -2.233 0.203 -0.057
H -0.766 -2.436 -0.587
N -0.473 -0.302 2.243
H 2.893 -0.306 -1.782
H -0.619 2.457 -0.716
C -0.159 -0.364 -0.593
C -1.169 0.507 -0.098
S 1.522 -2.309 -1.127
C 2.045 -0.678 -1.264
I 0.319 -2.086 2.170
C -0.012 -1.761 -0.618
H -1.638 2.371 0.778
H 1.340 1.260 -0.883
C 1.113 0.219 -0.915
H -1.384 -0.611 2.519
C -0.866 1.871 0.155
H 0.088 1.964 0.776
```

Computed properties:
Gap between HOMO and LUMO (alpha / beta)   6.64 / 7.54 eV
E_HOMO (alpha / beta)   -7.33 / -7.96 eV
Energy relative to the best compared isomer or geometry (same formula, charge and spin)   3.436 eV
Total energy   -26773.2510 eV
Spin multiplicity   1
F_max   3.77 eV/A